# C26H38N4O4S

One molecule with the formula C26H38N4O4S (the ωB97M-V functional and the def2-TZVPD basis, OMol25).

Geometry as XYZ:
```
73
Properties=species:S:1:pos:R:3
C 0.980 2.992 -2.597
C 1.105 4.184 -2.048
C 0.817 4.516 -0.608
N 0.582 3.352 0.220
C -0.680 3.035 0.567
C -1.040 1.967 1.329
C -2.514 1.765 1.524
O -3.321 2.439 0.901
N -2.842 0.818 2.412
C -4.182 0.296 2.526
C -4.174 -1.232 2.486
C -3.470 -1.761 1.229
N -4.089 -1.243 0.030
C -5.281 -1.944 -0.410
C -6.403 -0.960 -0.737
C -3.177 -0.867 -1.025
C -2.295 -1.995 -1.580
C -0.029 1.061 1.831
O -0.248 0.072 2.529
C 1.337 1.399 1.396
C 2.381 0.546 1.771
C 3.658 0.778 1.332
S 4.968 -0.400 1.688
O 4.706 -1.002 2.960
O 6.216 0.272 1.470
N 4.855 -1.592 0.546
C 3.825 -2.593 0.680
C 2.586 -2.281 -0.162
C 2.971 -2.021 -1.620
C 1.742 -1.657 -2.448
C 4.018 -0.904 -1.671
C 5.227 -1.271 -0.808
C 3.942 1.886 0.543
C 2.938 2.755 0.182
C 1.615 2.521 0.591
H 1.191 2.827 -3.638
H 0.658 2.129 -2.037
H 1.419 5.035 -2.637
H -0.078 5.146 -0.569
H 1.641 5.103 -0.188
H -1.470 3.680 0.205
H -2.085 0.284 2.831
H -4.640 0.640 3.461
H -4.751 0.694 1.682
H -5.206 -1.583 2.514
H -3.657 -1.621 3.365
H -3.467 -2.864 1.259
H -2.430 -1.430 1.252
H -5.615 -2.608 0.391
H -5.081 -2.570 -1.293
H -6.098 -0.282 -1.529
H -7.293 -1.497 -1.059
H -6.646 -0.368 0.141
H -3.773 -0.444 -1.837
H -2.535 -0.067 -0.640
H -1.693 -1.621 -2.405
H -2.905 -2.817 -1.946
H -1.628 -2.377 -0.810
H 2.160 -0.293 2.412
H 3.583 -2.653 1.741
H 4.250 -3.554 0.364
H 2.079 -1.400 0.236
H 1.894 -3.123 -0.101
H 3.418 -2.933 -2.032
H 2.018 -1.468 -3.483
H 1.268 -0.762 -2.049
H 1.016 -2.466 -2.427
H 3.572 0.025 -1.308
H 4.346 -0.743 -2.699
H 5.944 -0.452 -0.750
H 5.731 -2.145 -1.238
H 4.962 2.048 0.232
H 3.178 3.600 -0.441
```

Properties
Total energy in eV: -52564.9538
SMILES: C=CCn1cc(C(=O)NCCCN(CC)CC)c(=O)c2cc(S(=O)(=O)N3CCC(C)CC3)ccc21
HOMO-LUMO gap in eV: 7.8
E_LUMO in eV: -0.21
Energy above the lowest of the compared OMol25 structures with the same formula, charge and spin in kJ/mol: 0.0

These are the natural (NBO) partial charges, in e, on atoms 1 to 5: -0.3780 -0.2016 -0.2498 -0.3787 0.1432